#A
13
Properties=species:S:1:pos:R:3:mulliken_charge:R:1 method="wB97M-V/def2-TZVPD" e_lumo_ha=0.025 smiles=CNc1ncn[nH]1 total_charge=0 orbital_gap_ev=9.3865 homo_energy_ev=-8.70
H -0.29369 2.92796 0.85814 0.407
C -0.15362 1.94123 0.41764 -0.034
H 1.14906 -0.12806 -1.33823 0.230
H -0.03972 -3.46398 -0.18155 0.301
N -0.56076 -1.45654 0.25458 -0.211
H 0.37865 -2.27053 -1.42376 0.271
N 0.66020 1.73290 -0.57332 -0.851
N -0.78969 0.84552 0.92487 -0.623
N 0.56920 0.40501 -0.72174 0.361
C 0.29350 -2.42529 -0.32784 -0.914
H -0.89012 -1.72962 1.19122 0.275
H 1.30692 -2.40051 0.05658 0.361
C -0.26716 -0.11985 0.18467 0.427

#B
13
Properties=species:S:1:pos:R:3:mulliken_charge:R:1 method="wB97M-V/def2-TZVPD" e_lumo_ha=0.029 smiles="N/N=C1/CC=NN1" total_charge=0 orbital_gap_ev=8.7336 homo_energy_ev=-7.94
N 1.46091 0.80215 -0.23674 -0.479
H -2.95951 -0.08489 -0.05770 0.456
N -1.39858 -1.13272 -0.14429 -0.821
H 1.76224 -1.20811 0.63365 0.294
C 0.28997 0.39829 -0.07367 0.274
H 0.52270 -1.74073 -0.47678 0.379
H -1.10933 1.60616 0.86995 0.314
H 3.39198 -0.28651 0.43989 0.255
N -0.05980 -0.89172 -0.07558 0.102
C -1.96727 0.01656 0.07063 -0.370
N 2.30593 -0.33282 -0.03516 -0.536
H -1.16897 1.72792 -0.93968 0.252
C -1.07026 1.12642 0.02550 -0.119

#C
13
Properties=species:S:1:pos:R:3:mulliken_charge:R:1 method="wB97M-V/def2-TZVPD" e_lumo_ha="-0.034 / -0.032" total_charge=0 orbital_gap_ev="8.3200 / 8.1036" homo_energy_ev="-9.24 / -8.96"
C 1.49301 0.90244 -0.36447 -1.201
C 0.25190 0.07460 -0.07817 1.152
H 1.40534 -1.63858 0.68885 0.301
H 2.31330 0.27633 -0.32271 0.392
H 1.19487 1.32095 -1.31682 0.282
N -1.91000 0.70853 0.23602 0.177
H -0.29014 -1.37600 1.56295 0.207
N -0.79637 1.04322 0.50702 -0.283
C 0.37692 -1.22824 0.57810 -0.569
N -0.16237 -1.05317 -0.76552 -0.638
H 1.51998 1.47511 0.47223 0.352
N -2.31084 -0.29170 -0.32560 -0.379
H -3.08558 -0.21349 -0.87187 0.206

#D
13
Properties=species:S:1:pos:R:3:mulliken_charge:R:1 method="wB97M-V/def2-TZVPD" e_lumo_ha="0.006 / 0.006" total_charge=0 orbital_gap_ev="8.2613 / 8.2596" homo_energy_ev="-8.11 / -8.11"
C -1.02716 0.62323 -0.16967 0.137
C -0.56225 -0.92652 0.27617 0.169
H -2.08500 2.14203 0.26931 0.256
H 2.87030 1.23496 -1.13278 0.244
C -0.84783 -2.20110 0.46887 -0.755
H -1.37581 0.54441 -1.21308 0.394
H -1.80543 -2.60348 0.17504 0.235
N -1.35120 1.54618 0.64459 -0.666
N 2.26662 1.02372 -0.35626 -0.248
N 1.52623 -0.07995 -0.52438 -0.483
H 1.98259 1.69211 0.35468 0.262
N 0.53620 -0.13759 0.26473 0.194
H -0.12726 -2.85799 0.94278 0.261

Short version: #A is the most stable of them.

#A
13
Properties=species:S:1:pos:R:3:mulliken_charge:R:1 method="wB97M-V/def2-TZVPD" e_lumo_ha=0.025 smiles=Cn1cnnc1N total_charge=0 orbital_gap_ev=9.7793 homo_energy_ev=-9.11
H 1.76841 1.77781 0.08427 0.391
C -1.07562 1.69348 0.01936 -0.786
C -0.30780 -0.74422 0.07853 0.221
N -0.06841 0.72187 -0.04506 0.097
H -2.10612 -1.22077 0.79440 0.264
N -1.65125 -1.22970 -0.17119 -0.528
H -1.45325 1.68544 1.10896 0.292
N 1.81291 -0.38887 -0.08135 -0.474
H -0.68718 2.77084 -0.19101 0.285
H -1.62157 -2.17200 -0.28293 0.295
N 0.84480 -1.27923 0.12457 -0.383
H -1.90722 1.66835 -0.70655 0.289
C 1.29019 0.83772 -0.03056 0.038

#B
13
Properties=species:S:1:pos:R:3:mulliken_charge:R:1 method="wB97M-V/def2-TZVPD" e_lumo_ha=-0.058 total_charge=0 orbital_gap_ev=7.1175 homo_energy_ev=-8.71
N 3.63907 0.05160 -0.12743 -0.261
C 1.71261 1.13386 0.14004 -0.505
C 2.79305 -0.90434 -0.21203 -0.051
C 0.35503 -0.99046 0.09830 -0.193
N 1.42631 -0.34038 -0.05568 0.130
H -1.99009 2.17594 0.09756 0.248
N -1.50877 1.36548 -0.00175 -0.739
H -0.55981 -0.53464 0.17053 0.635
H -0.51116 1.43280 0.24811 0.269
H 0.40830 -2.10965 0.35382 0.157
H 2.96173 -1.98363 -0.10151 0.308
H -1.46276 1.39481 -1.07794 0.223
N 2.96946 1.20889 0.14740 -0.218

#C
13
Properties=species:S:1:pos:R:3:mulliken_charge:R:1 method="wB97M-V/def2-TZVPD" e_lumo_ha=0.029 total_charge=0 orbital_gap_ev=7.6879 homo_energy_ev=-6.89
H -2.88174 -0.12973 0.32579 0.302
H 0.67698 1.83700 -0.16836 0.206
H 1.46373 -2.15729 -0.08136 0.300
H -2.23602 0.86029 -0.94513 0.317
C -1.92407 0.38432 -0.03751 -1.211
C -0.78622 -0.53504 0.04014 0.171
N 1.04620 0.98679 -0.03479 0.135
N 2.41873 0.92549 -0.12234 -0.648
N 2.71890 -0.31287 -0.11347 -0.249
N 0.50089 -0.22897 0.01634 0.147
H -0.82255 -1.59657 0.26608 0.290
H -1.84395 1.01316 0.82769 0.340
C 1.66912 -1.04658 0.02692 -0.101

Short version: #A is the most stable of them.

#A
20
Properties=species:S:1:pos:R:3:mulliken_charge:R:1 method="wB97M-V/def2-TZVPD" e_lumo_ha=0.030 smiles=NCCCO.O.O total_charge=0 orbital_gap_ev=9.9365 homo_energy_ev=-9.12
H -0.13479 0.65162 0.24970 0.322
C 1.02043 -1.14456 -0.19771 -0.376
H -7.14387 1.15787 1.92887 0.320
O 1.78664 0.97983 0.74994 -0.495
O 4.53424 2.72470 -1.64743 -0.632
H -1.91943 -2.28718 -1.25452 0.188
H -0.65491 -2.28212 0.70670 0.290
N -1.17303 -1.63282 -1.15632 -0.539
H -6.48680 0.13677 1.01907 0.319
C 0.69177 0.07196 0.64740 -0.589
H 1.14783 -0.79788 -1.22313 0.168
H 5.47499 2.53652 -1.70128 0.315
C -0.14560 -2.13892 -0.24578 -0.442
H 1.94877 -1.58387 0.16279 0.395
H 0.36612 -0.21089 1.64066 0.303
O -6.32885 0.65984 1.81117 -0.640
H 4.27617 2.60787 -0.72840 0.317
H 2.51638 0.54925 1.20088 0.290
H 0.22859 -3.11914 -0.53690 0.297
H -0.92133 -1.33909 -2.08159 0.186

#B
20
Properties=species:S:1:pos:R:3:mulliken_charge:R:1 method="wB97M-V/def2-TZVPD" e_lumo_ha=0.027 smiles=C[C@H](O)CN.O.O total_charge=0 orbital_gap_ev=10.2118 homo_energy_ev=-9.48
H -0.48669 2.01021 -0.96513 0.298
H 2.31779 0.74150 2.98279 0.318
H 0.57478 -0.38362 1.24372 0.338
H -1.79318 -1.51335 -0.38700 0.308
H -2.12844 1.98709 -0.46263 0.384
C -0.87684 0.35444 0.30242 0.230
H -0.63889 -1.41752 -2.52080 0.196
C -1.34323 -0.61116 -0.80841 -0.786
O 1.43206 0.41020 3.15138 -0.656
H -2.12919 -0.12628 -1.33621 0.369
H 0.37170 -0.19016 -1.81003 0.238
H 0.82222 0.83934 2.55414 0.380
H -1.37818 0.12819 1.23157 0.431
O 2.69197 -1.83815 -0.68871 -0.660
H 2.49577 -2.16889 -1.57160 0.306
H -0.91476 2.42861 0.76611 0.347
O 0.55837 0.24670 0.51194 -0.660
H 1.77729 -1.72790 -0.38527 0.326
C -1.11351 1.81101 -0.10147 -1.290
N -0.23904 -0.98025 -1.70681 -0.414

#C
20
Properties=species:S:1:pos:R:3:mulliken_charge:R:1 method="wB97M-V/def2-TZVPD" e_lumo_ha=0.020 smiles="C=CNC.O.O.O" total_charge=0 orbital_gap_ev=8.6416 homo_energy_ev=-8.11
H 2.20492 1.63490 -0.31922 0.336
H -0.36592 0.37956 0.62750 0.126
H -1.22467 -1.26714 2.15886 0.304
C -0.70373 0.58991 -1.96306 -0.972
C -1.07498 -0.34952 -1.03205 -0.155
H 0.99334 0.45937 3.41433 0.300
H 2.13810 -1.76953 -0.78524 0.307
N -0.68171 -0.50685 0.25797 0.087
O 1.40653 2.15805 -0.19361 -0.653
H 0.66000 1.60788 -0.49186 0.175
H -1.73524 -1.12742 -1.40587 0.436
H -2.08164 -1.96351 0.83376 0.351
H 0.39715 1.60209 2.60228 0.317
H -1.50551 0.70100 -2.68543 0.225
O 1.74382 -1.75894 -1.65712 -0.660
H 0.31441 0.72561 -2.31616 0.401
H -2.45152 -0.35877 1.47244 0.366
H 0.80040 -1.57619 -1.62867 0.363
O 0.21192 0.70025 2.89793 -0.632
C -1.64114 -1.03011 1.18950 -1.025

#D
20
Properties=species:S:1:pos:R:3:mulliken_charge:R:1 method="wB97M-V/def2-TZVPD" e_lumo_ha=0.029 smiles=CCNCO.O.O total_charge=0 orbital_gap_ev=10.1755 homo_energy_ev=-9.39
H -3.23367 -1.24183 -1.10807 0.310
H 1.21346 1.23185 -2.08194 0.254
O -2.44023 -1.36966 -0.54417 -0.630
C 1.06195 -1.35601 0.22538 -0.201
H -1.06861 1.60765 0.35612 0.356
H -2.32260 -0.53016 -0.08081 0.350
O 0.77246 1.76389 -0.13048 -0.607
C 1.01811 -0.81947 1.65390 -1.207
H 0.08003 -1.65775 -0.10426 0.263
H -2.44537 1.93360 1.08046 0.284
H 1.95186 -0.86700 -1.54124 0.245
H 1.61721 1.60994 0.33298 0.351
H 0.62983 -1.56244 2.29966 0.390
H 1.69161 -2.24433 0.22382 0.379
H 1.97901 -0.54440 1.95180 0.355
H -0.20990 0.39959 -1.33413 0.285
N 1.65019 -0.40248 -0.72094 -0.445
H 0.35819 0.07271 1.69341 0.240
C 0.79745 0.71216 -1.12106 -0.296
O -1.96441 1.27951 0.52584 -0.676

Short version: #D is the most stable of them.

#A
22
Properties=species:S:1:pos:R:3:mulliken_charge:R:1 method="wB97M-V/def2-TZVPD" e_lumo_ha=0.022 smiles=c1ccncc1.c1ccncc1 total_charge=0 orbital_gap_ev=9.5267 homo_energy_ev=-8.94
H -3.56751 1.72815 0.24500 0.254
C 0.97853 -0.93849 0.98489 -0.054
H 3.50249 0.94987 -1.10931 0.354
C 1.30788 0.38525 1.32312 -0.294
C -2.82470 0.94248 -0.15766 -0.245
H 2.46628 2.15604 0.73823 0.310
H 0.89176 0.86600 2.23869 0.355
H 0.11774 0.20996 -1.68523 0.288
N 1.38043 -1.55626 -0.13822 -0.513
H -3.95116 -0.23369 1.01466 0.453
H -1.34519 2.06206 -1.17340 0.217
C 2.37463 -0.91524 -0.77559 -0.430
C -1.63077 0.98555 -0.83544 -0.310
C -1.09776 -1.26841 -0.37810 -0.569
C -0.74382 -0.06648 -0.92708 0.105
C -3.08297 -0.26783 0.49507 -0.214
N -2.42362 -1.42472 0.21876 -0.579
H 2.79004 -1.42395 -1.57083 0.422
H -0.55433 -2.22347 -0.34917 0.627
C 2.22226 1.07164 0.51158 -0.114
H 0.37049 -1.44419 1.80748 0.296
C 2.81930 0.40574 -0.47744 -0.359

#B
22
Properties=species:S:1:pos:R:3:mulliken_charge:R:1 method="wB97M-V/def2-TZVPD" e_lumo_ha="-0.015 / -0.018" total_charge=0 orbital_gap_ev="6.3944 / 5.4717" homo_energy_ev="-6.79 / -5.96"
C -0.08599 -2.46844 0.58141 -0.658
C -0.60513 -0.07555 -0.00890 0.953
C 0.72032 0.45607 0.14540 0.802
H 1.76653 -3.57514 0.53540 0.186
C 1.93153 -0.10846 0.39358 -0.243
C 2.23077 -1.46333 0.45598 -0.453
C -2.83935 0.76628 -0.76495 -0.715
C 1.28298 3.03649 -0.11047 -1.101
H -0.57265 -3.38688 0.67256 0.362
H 0.91861 3.87487 -0.59681 0.353
N -0.86558 2.08558 -0.56695 -1.171
N -1.42111 0.85351 -0.45014 0.763
H -2.03316 -1.82944 0.13314 0.004
H -2.99463 -0.30580 -0.64954 0.201
H -3.44965 1.15512 0.00263 0.317
H 2.84854 0.54502 0.38538 0.215
C 0.43467 2.00574 -0.20770 0.455
C 1.34215 -2.49113 0.60310 -0.388
H 3.25174 -1.75313 0.38142 0.341
H 2.05547 2.90357 0.59157 0.299
C -0.96620 -1.43498 0.23103 -0.809
H -2.94986 1.21003 -1.75713 0.285

Short version: #A is the most stable of them.

#A
14
Properties=species:S:1:pos:R:3:mulliken_spin:R:1 method="wB97M-V/def2-TZVPD" e_lumo_ha="-0.117 / -0.318" spin_multiplicity=3 total_charge=+1 orbital_gap_ev="8.2924 / 7.3023" s2=2.009 homo_energy_ev="-11.47 / -15.94"
H 1.37856 1.25513 1.34143 0.083
H 2.24865 0.93415 -0.38491 0.067
H 0.86092 -1.83559 2.04798 0.050
H -1.26361 1.68038 -2.11543 0.009
C -1.76815 1.38060 -1.24438 0.012
N 0.79305 -0.71098 0.43412 0.760
H -0.18811 -2.45380 0.64649 0.000
H -1.93572 2.07751 -0.43201 0.007
H 1.60654 -2.53658 0.71166 0.039
C 0.12299 0.26679 -0.08892 0.768
H -2.81688 1.03178 -1.55106 0.000
C 0.72878 -2.00187 1.02808 0.020
O -1.18190 0.24740 -0.71732 0.260
C 1.41488 0.66509 0.32427 -0.075

#B
14
Properties=species:S:1:pos:R:3:mulliken_spin:R:1 method="wB97M-V/def2-TZVPD" e_lumo_ha="-0.123 / -0.263" spin_multiplicity=3 total_charge=+1 orbital_gap_ev="6.6783 / 9.4621" s2=2.006 homo_energy_ev="-10.03 / -16.62"
H 1.41994 0.50454 0.48229 0.016
H -0.20370 2.03841 -2.00963 0.063
H -0.66486 -1.05121 1.36661 0.009
H 1.35744 1.78006 -1.30737 -0.010
C -1.81132 -0.26384 2.70183 0.030
H 0.18393 -2.10241 0.22367 0.019
O -2.61730 0.08862 3.39461 0.003
H -0.72812 -0.40490 -1.40539 0.032
C 0.07801 0.17138 -1.09854 0.965
C 0.63263 -0.07629 0.05589 0.732
H 0.58072 0.73967 -2.88270 0.063
C 0.56959 1.31789 -1.94285 0.037
H 0.94298 -1.44173 1.59112 0.013
N 0.26007 -1.30019 0.83045 0.028

Short version: #B is the most stable of them.

#A
17
Properties=species:S:1:pos:R:3:mulliken_charge:R:1 method="wB97M-V/def2-TZVPD" e_lumo_ha=0.041 smiles="CPN1CC=CC1" total_charge=0 orbital_gap_ev=9.0082 homo_energy_ev=-7.90
H 2.35276 0.16505 1.32744 0.306
H -1.05116 1.19522 1.46596 0.311
N 0.08940 -0.11652 0.15251 -0.201
C 2.70183 -0.22799 0.35638 -0.955
H -3.15614 0.98384 0.01272 0.532
C -1.10591 1.10615 0.44060 -0.717
P 1.47017 0.62176 -0.74280 -0.051
H -0.77533 2.00302 -0.05223 0.325
H 3.69741 0.12850 0.04095 0.321
C -2.30739 0.48410 -0.12012 -0.352
H -0.66886 -2.11349 0.17558 0.234
H 1.77510 1.86658 -0.07654 0.034
H -2.77237 -1.31021 -0.96245 0.530
C -0.72200 -1.25531 -0.49504 -0.400
H 2.56992 -1.23387 0.53380 0.356
H -0.03818 -1.58710 -1.42389 0.254
C -2.05925 -0.70972 -0.63288 -0.530

#B
17
Properties=species:S:1:pos:R:3:mulliken_charge:R:1 method="wB97M-V/def2-TZVPD" e_lumo_ha=0.032 smiles=C[C@@H](C#N)P(C)C total_charge=0 orbital_gap_ev=10.5379 homo_energy_ev=-9.67
N -0.86718 -1.92911 -2.92152 -0.483
H -1.02844 0.76253 -1.92073 0.352
C -0.29001 -1.57373 -1.96420 -0.005
H 0.44553 0.37699 2.15848 0.314
H -0.74623 2.13560 -0.84848 0.344
C 1.12975 -2.03509 0.02883 -1.131
C 0.11233 0.91505 1.21300 -1.075
C -1.26963 1.19544 -1.02867 -1.024
H -0.53197 1.86431 1.36002 0.318
H 1.11860 -0.36965 -1.12656 0.280
H 2.12140 -2.08568 -0.36469 0.343
H 0.67237 -3.04938 -0.13749 0.306
P -1.03329 -0.18174 0.19806 0.106
H 1.10783 -1.73654 1.10579 0.292
C 0.30140 -0.98174 -0.79368 0.369
H -2.34147 1.50031 -1.09528 0.317
H 0.95473 1.19268 0.59266 0.378

Short version: #B is the most stable of them.